Entry from the Open Molecules 2025 dataset: 13 unconnected molecules or ions with the total composition C52H104O39 in a non-equilibrium geometry (ωB97M-V with the def2-TZVPD basis set).

Structure (XYZ):
```
195
C52H104O39, DFT ωB97M-V with the def2-TZVPD basis set
H 9.707 -6.388 6.404
H -11.645 6.136 0.803
C -1.811 0.956 -0.315
H -5.632 7.428 -5.659
C -7.732 -4.279 -8.985
C 2.322 -0.568 1.547
H -6.993 5.478 7.397
C -6.519 4.581 6.998
C -15.741 7.029 3.325
H 4.178 6.090 -3.755
H 8.661 7.111 3.069
O -6.171 3.104 10.122
H -8.411 3.108 -9.057
O 0.322 -0.079 -11.204
H -12.330 4.837 -0.146
C 5.379 -0.091 10.019
H 5.288 -8.570 9.467
H 3.193 0.276 -0.135
H -4.028 6.017 -7.091
H 4.029 7.524 -3.214
H 8.580 -6.859 5.043
C 0.458 -1.765 -14.460
O 0.044 -5.967 11.045
C 7.019 -7.808 7.241
O -6.022 3.734 8.161
H -5.752 5.283 5.129
H 4.534 -0.725 15.052
O -13.119 5.091 1.754
O -6.238 5.372 9.765
O 1.207 -6.770 -1.362
H -0.346 -8.280 12.139
O 5.202 6.345 -6.288
H -0.377 -3.095 8.678
C -6.023 3.250 11.497
C 0.212 0.154 -8.882
C 4.461 6.200 -7.404
C -0.619 0.346 -10.144
H -0.560 -2.094 -14.667
H 2.290 0.307 2.196
O -0.800 -0.046 0.148
H -1.209 -4.088 7.414
H 4.726 8.358 -5.634
H 7.611 -3.728 -12.482
C 3.975 7.064 -4.200
C -1.137 -3.849 8.475
H 6.208 -11.329 9.023
H -2.098 -3.346 8.586
C 1.274 -7.685 -0.228
H 6.059 -0.928 10.176
H 11.094 6.577 -2.625
O 6.552 -3.200 -8.652
H 0.016 -5.771 -5.473
C -0.684 -7.475 12.792
O -6.706 6.158 -6.923
H 5.662 -2.230 -7.001
C 4.945 7.333 -5.333
H -9.098 3.247 -7.590
C 0.469 0.189 0.164
H -6.711 -4.238 -9.363
C -5.835 6.366 -5.800
H 7.876 5.685 2.247
C -0.244 -0.818 -12.272
O 9.779 4.587 0.571
H -1.748 -7.350 12.591
H -14.545 8.890 3.735
H -1.217 1.755 -0.758
H 3.677 5.250 -9.662
H -9.390 -1.478 -4.775
O 3.476 6.839 -7.722
H -9.813 4.129 -8.940
H -2.321 1.520 0.466
O 9.285 6.691 1.171
O -8.023 4.996 -8.196
H -14.513 7.620 5.004
H 2.953 6.985 -4.570
C 6.476 -2.110 -7.716
H 5.294 -10.780 10.420
C 6.098 -10.510 9.735
O 8.258 -7.699 6.937
H -16.618 6.685 3.874
H 4.432 -0.609 0.948
H -3.841 5.898 -5.327
H -0.175 -7.335 -4.942
H -9.239 -4.174 -3.355
O 6.065 -7.095 6.768
H 1.241 0.503 -8.965
C -9.418 -2.567 -4.742
H -9.735 -2.566 -2.695
O -7.353 4.191 -6.076
C -4.477 5.638 -6.173
O 7.833 -2.085 -10.134
C -12.063 5.132 0.869
H -4.844 3.873 5.844
H 3.236 -1.392 -0.086
C -0.117 -6.322 -4.543
C 7.174 -3.060 -9.801
H -6.883 3.681 12.009
H -15.966 8.691 4.646
H 6.634 0.659 8.388
H -0.279 0.653 -8.046
H 5.200 1.576 8.840
O 0.581 -0.781 -13.385
H -4.566 4.551 -6.182
C 12.318 5.599 -1.246
H 2.970 -0.400 14.465
C 3.416 -0.533 0.561
H 2.715 -9.060 0.601
O -1.470 -4.171 11.140
C 8.693 -6.660 6.108
H 1.032 -2.665 -14.238
H -10.465 -2.718 -5.006
H -7.300 4.084 6.423
H 5.440 5.310 -9.930
O -0.746 -5.094 9.175
O -7.736 -3.883 -7.608
H 5.898 7.536 -4.844
H 10.419 4.891 -2.237
C -7.407 5.029 -6.990
C -9.082 -3.096 -3.388
H -1.511 -0.277 -10.213
H 8.603 -2.131 -7.263
C 5.787 -9.282 8.809
H 12.680 6.212 -0.420
H -8.080 -5.266 -9.291
H -5.958 2.274 11.976
C -15.122 8.124 4.253
O 1.104 -0.719 0.928
C 6.025 0.982 9.233
C 10.898 5.803 -1.883
O 4.670 -1.454 12.391
H -0.571 -7.695 13.854
O -13.743 7.340 1.471
H 9.045 -4.343 -11.678
H -0.069 -5.411 13.163
H 4.736 3.829 -9.462
C -13.844 6.246 2.059
C -8.873 3.884 -8.446
C 0.353 -6.938 -2.352
H 3.387 -7.555 -0.150
C 9.685 5.750 0.310
H 4.924 -9.547 8.198
H -11.369 4.453 1.365
H 13.101 5.860 -1.959
H 0.219 -0.908 -8.639
H 0.547 -8.496 -0.278
O 4.360 0.571 13.361
H 9.483 5.467 2.766
O -8.595 -3.299 -5.708
C 4.755 -0.201 12.408
H 2.429 -1.466 2.155
O 0.937 1.235 -0.242
H 7.733 -1.095 -6.057
H -4.628 5.452 6.439
H 0.997 -1.343 -15.308
C 8.797 6.242 2.424
C 7.956 -4.387 -11.685
O -14.732 6.021 2.979
C -8.923 -3.557 -6.967
H -6.238 5.922 -4.889
O 5.043 5.250 -8.019
H 7.711 -5.393 -12.023
O 5.097 0.548 11.313
H 8.069 -5.777 6.245
C 4.647 4.904 -9.302
C -6.150 4.199 9.417
H 3.750 0.894 15.378
H -2.586 0.628 -1.007
O 7.267 -4.284 -10.460
H 1.204 -6.553 12.737
C 0.193 -6.228 12.491
C 2.641 -8.347 -0.220
H 6.995 -10.375 10.340
H 7.634 -2.871 -6.021
H 12.587 4.575 -0.989
O 10.082 6.346 -0.891
C 7.699 -1.996 -6.669
H 2.818 -8.836 -1.177
H 6.590 1.603 9.928
C 3.923 0.090 14.663
O -10.011 -3.409 -7.561
O 6.971 -8.843 8.155
H -16.233 7.531 2.491
H -1.057 1.310 -10.404
H 1.068 -7.139 0.693
H -1.173 -6.193 -4.303
H -8.259 -3.549 -9.599
C -0.808 -5.006 10.498
C -5.397 4.792 6.035
O 0.684 -6.209 -3.435
O -1.342 -1.467 -12.213
H -8.042 -2.811 -3.231
O -0.586 -7.734 -2.376
H -5.062 3.630 11.844
H 6.437 -1.087 -8.091
H 4.439 -0.403 9.564
```

Total energy, Ha: -4977.861982
F_max, eV/Å: 5.322
ΔE to the lowest compared entry with this formula, charge and spin, kJ/mol: 1045.0

Löwdin atomic charge list, values in e, 6 entries: 0.10 0.09 0.02 0.12 -0.06 -0.27

Entry from the Open Molecules 2025 dataset: a molecular structure, C2H6NP in a non-equilibrium geometry (ωB97M-V with the def2-TZVPD basis set).

Structure (XYZ):
```
10
C2H6NP, DFT ωB97M-V with the def2-TZVPD basis set
H -1.013 -1.559 0.083
N 2.826 -0.221 0.300
H -1.657 -0.525 -1.052
H -1.056 1.754 0.428
H -0.317 1.172 -1.095
C -1.486 -0.577 -0.030
H 3.414 0.210 0.887
C 1.803 -0.455 -0.236
P -0.215 0.735 0.182
H -2.298 -0.533 0.533
```

Total energy, Ha: -475.789470
F_max, eV/Å: 4.914
ΔE to the lowest compared entry with this formula, charge and spin, kJ/mol: 177.6

natural (NBO) atomic charge list, values in e, 6 entries: 0.23 -0.70 0.23 -0.07 -0.03 -0.88